Entry 1:
Computed, not measured: a 2-piece molecular cluster, C29H38N3 overall in a non-equilibrium geometry, with the ωB97M-V functional and the def2-TZVPD basis.

Element x y z (Å)
C 0.92 -0.72 -0.58
H 2.89 -2.80 2.40
C -2.05 2.02 2.26
C 1.30 -1.63 0.46
H 0.71 -1.67 1.38
H 1.49 -0.06 -2.59
H -4.15 -0.85 -3.67
N -1.55 1.27 -3.15
H 5.63 -2.82 -2.64
C 3.10 -2.43 -0.86
H 1.11 -0.36 4.48
H 5.06 -2.95 1.48
H 1.38 0.22 1.91
H -3.49 -0.09 -5.12
H -3.22 3.82 2.37
C -3.21 2.80 2.76
C 3.65 -1.94 -3.09
H -4.14 3.42 -3.65
C 0.38 0.64 2.02
H 0.27 0.58 6.71
N -1.85 2.04 4.53
H 5.80 -4.22 -0.41
C 2.94 -3.32 1.43
C -1.28 1.65 3.38
H -1.55 3.18 -3.98
C -2.20 0.00 -3.41
H 4.26 -1.08 -3.38
N 4.18 -3.19 -1.16
C 4.71 -4.17 -0.24
H 4.39 -4.01 -3.10
C -3.05 2.82 4.30
C 4.40 -3.77 1.20
C -0.45 0.81 0.86
C 2.42 -2.43 0.36
C -0.14 0.23 -0.40
C -4.41 1.28 -3.71
H -2.27 -0.52 -2.45
H -2.12 1.54 6.52
H 0.09 2.09 -4.24
C -3.61 2.54 -4.02
H -0.89 -0.33 5.75
H -3.47 2.66 -5.10
C -0.15 1.35 -3.45
C -3.61 0.02 -4.03
C 0.63 0.62 4.57
C -0.32 0.60 5.78
H 4.28 -5.17 -0.46
H -1.54 -0.62 -4.04
H 0.21 0.37 -3.76
C 1.68 -0.76 -1.80
H -2.25 1.84 0.12
H -4.17 2.35 2.49
H -3.91 2.38 4.82
C -1.30 1.77 5.84
H -0.78 2.67 6.22
C 2.73 -1.63 -1.95
H 1.44 1.35 4.75
C -0.06 0.96 3.29
H -2.92 3.85 4.68
H -5.33 1.28 -4.31
C -1.65 1.60 1.01
H 0.40 1.68 -2.55
C -2.22 2.54 -3.38
H -0.77 0.50 -1.24
H -4.72 1.27 -2.66
H 3.12 -2.26 -3.99
H 4.63 -4.61 1.85
H 2.29 -4.20 1.52
H -2.28 3.03 -2.39
C 4.56 -3.07 -2.55

Computed properties:
HOMO = -9.71 eV
net charge = +1
calculated total energy = -1291.88710 hartree
gap between HOMO and LUMO = 5.8 eV
relative energy (zero: lowest compared OMol25 entry of this formula, charge and spin) = 63.7 kJ/mol
maximum force = 1.35 eV Å⁻¹

=====

Entry 2:
Computed, not measured: C29H38N4OP2Pt as an isolated structure in a non-equilibrium geometry, with the ωB97M-V functional and the def2-TZVPD basis.

Element x y z (Å)
C -5.40 -0.47 0.08
H -6.31 -0.67 -0.45
C 1.44 -0.36 4.84
H -0.20 3.08 -1.13
H -1.21 0.97 -3.71
H -0.26 -0.91 -0.41
H 3.62 -4.33 0.93
C 1.48 -0.87 -3.60
H 3.39 -1.69 1.28
N -2.57 2.78 0.88
C 2.79 3.37 -2.31
C -3.79 -0.38 1.69
H 2.85 4.16 -5.54
H 0.95 -2.62 -4.83
H -2.54 1.85 -1.57
H 0.81 0.14 0.42
N -3.31 0.29 0.56
C 2.76 -2.39 0.60
H 2.90 3.39 -1.24
H -3.19 -0.43 2.60
H 3.87 5.08 -3.15
H 2.39 -0.22 5.36
H 4.35 -3.55 3.17
C -0.47 -0.88 -4.73
H -0.21 -3.61 0.02
C 1.48 -4.47 1.10
C -2.26 3.56 2.00
C 1.93 2.62 -4.28
H -1.56 3.20 2.73
C -0.37 -2.65 1.96
H 0.85 0.55 4.78
C -3.79 4.69 0.74
H -1.59 0.36 -1.66
P -1.79 1.18 0.63
C 2.73 -3.73 0.79
C -5.06 -0.88 1.42
H -0.63 -4.64 1.42
C 1.76 -1.67 -0.26
C 2.69 3.75 -4.56
C 4.07 -2.78 3.90
H 4.35 -3.18 4.89
H -1.27 -1.15 -5.39
H -5.70 -1.43 2.10
H 2.48 -1.03 -3.19
H -4.42 5.47 0.35
C -0.39 2.18 -1.74
C 0.55 -0.92 0.34
H 0.86 -1.19 5.25
C 3.22 4.22 -3.31
Pt 1.92 -0.65 2.98
C -3.03 4.72 1.95
P 1.22 1.25 -1.83
H 1.33 2.03 -4.95
C -1.61 1.37 -1.21
H 4.63 -1.87 3.69
C -0.46 0.24 -3.91
C 2.60 -2.45 3.84
C -4.31 0.26 -0.40
H 1.37 -5.26 0.33
H -0.61 2.52 -2.77
H 1.65 -4.95 2.08
C 0.01 -3.79 1.10
C 0.74 -1.62 -4.49
C -3.52 3.47 0.12
H 2.36 -0.84 -0.71
C -0.02 -1.31 1.68
N 2.01 2.36 -2.90
O 1.69 -3.18 4.20
N 0.74 0.24 -3.20
H -3.04 5.52 2.69
H 1.41 -2.31 -1.11
H -0.64 -2.86 3.00
H -3.95 3.04 -0.77
H -4.21 0.76 -1.35
H -0.60 -0.49 2.17

Computed properties:
HOMO (spin up / spin down) = -5.26 / -8.35 eV
2S+1 = 3
net charge = 0
calculated total energy = -2223.82178 hartree
gap between HOMO and LUMO (spin up / spin down) = 5.1 / 6.9 eV
relative energy (zero: lowest compared OMol25 entry of this formula, charge and spin) = 283.6 kJ/mol
maximum force = 3.29 eV Å⁻¹

=====

Entry 3:
Computed, not measured: C29H38NOPPdS3 as an isolated structure in a non-equilibrium geometry, with the ωB97M-V functional and the def2-TZVPD basis.

Element x y z (Å)
H -3.23 -5.90 1.58
H -5.66 2.33 0.54
H -3.33 1.79 0.53
H 3.42 2.84 0.80
H 5.40 -0.63 -2.03
H -3.57 4.23 -2.32
H 4.57 6.96 1.34
H 3.77 -4.92 -0.76
C 3.57 -0.67 0.93
H -1.08 -6.48 0.59
C -4.04 1.07 0.12
H 2.26 7.67 0.98
C -2.96 4.32 -1.42
H 3.10 1.18 -1.22
H -0.88 4.35 1.84
H -4.13 -1.94 -1.49
C -3.52 -0.06 -0.53
H 2.63 -1.14 1.15
H 3.41 0.37 1.22
C 4.19 4.86 1.04
C -5.38 1.38 0.10
H 0.56 6.00 0.41
C -1.77 3.58 -1.32
H 3.71 -6.53 0.05
S 0.61 1.52 1.29
C 2.55 6.63 0.89
N -0.97 -0.11 -0.88
S -0.20 -4.17 0.34
C -6.30 0.50 -0.47
C -2.68 5.09 0.88
C -1.04 3.76 -0.18
C 1.91 4.32 0.55
H -1.47 2.92 -2.13
H 1.49 -5.22 -1.65
C 3.32 -5.93 -0.77
H -2.06 -5.51 -0.56
H 2.01 -4.58 0.98
S 1.29 2.82 -1.89
C 1.29 -5.31 0.55
H 1.34 -6.86 -0.98
H -3.04 5.59 1.77
C -3.41 5.13 -0.34
H -6.54 -1.33 -1.64
C 3.79 -0.84 -0.60
C -2.51 -5.12 1.62
C 5.23 -0.51 -0.96
C -2.13 -0.21 -0.70
O -0.50 -3.54 -0.99
H 5.26 4.59 1.14
C 3.85 6.20 1.07
C -1.50 4.38 0.98
Pd 1.01 0.35 -0.72
C 1.78 -5.88 -0.78
C 2.93 0.12 -1.47
H -3.30 -3.45 0.34
H -1.90 -5.15 2.56
H -7.36 0.65 -0.44
H 3.02 -0.10 -2.54
C -3.24 -3.80 1.41
C -4.46 -1.00 -1.08
H 4.35 -1.10 1.59
H -4.27 -3.85 1.75
H 3.77 -6.41 -1.65
H 1.07 -6.06 1.30
C 3.20 3.88 0.77
H -4.25 5.81 -0.45
H 5.97 -1.13 -0.48
P 0.64 3.10 0.03
H -2.76 -2.97 2.00
C 1.58 5.68 0.60
H 5.50 0.48 -0.65
H 3.51 -1.86 -0.91
C -5.83 -0.68 -1.07
C -1.58 -5.51 0.47

Computed properties:
HOMO (spin up / spin down) = 1.90 / 1.89 eV
net charge = -2
calculated total energy = -2921.45628 hartree
gap between HOMO and LUMO (spin up / spin down) = 2.0 / 2.0 eV
relative energy (zero: lowest compared OMol25 entry of this formula, charge and spin) = 215.6 kJ/mol
maximum force = 3.32 eV Å⁻¹

=====

Entry 4:
Computed, not measured: C29H38PPmS3 as an isolated structure in a non-equilibrium geometry, with the ωB97M-V functional and the def2-TZVPD basis.

Element x y z (Å)
C -3.24 -2.23 2.46
H 1.06 -2.40 4.30
H 0.09 0.95 -2.75
C -1.26 0.27 -4.28
C -3.51 -0.16 -3.55
C 0.82 0.38 4.80
C 4.92 -2.19 -0.13
H -2.84 -0.38 -5.58
H -4.53 -0.43 -3.79
S 2.39 1.89 -1.29
C 2.59 -0.59 -3.91
C 0.75 -0.40 3.48
C -1.99 -1.67 0.29
H -0.73 3.75 -0.54
C -2.66 -2.72 1.20
H 0.29 1.33 4.71
C -1.79 3.71 -0.28
C 1.28 0.44 2.30
C -2.36 0.00 2.05
H -3.20 -3.53 0.72
H -0.74 -3.50 0.42
H 4.64 2.70 -1.14
S 2.26 -3.01 -0.56
H 3.96 -2.16 -2.06
Pm 1.43 -0.40 -0.07
H -2.11 -1.80 -0.78
C -0.91 0.60 -2.98
H 3.54 -0.83 -4.38
C -2.37 2.47 -0.01
H -4.49 5.69 0.17
C -2.55 4.86 -0.21
C -2.01 -0.28 0.78
H 2.54 -1.49 4.01
C -1.17 -2.71 1.01
H 4.47 0.09 -1.80
H 4.94 -2.82 0.76
H -3.91 0.13 -1.47
H 2.01 -2.60 -3.67
H 5.93 -2.12 -0.53
H 4.06 2.10 0.43
C 1.77 -1.55 -3.52
S 4.50 -0.54 0.53
C 4.83 0.57 -0.88
H -3.88 -2.91 3.01
H -5.51 3.50 0.68
H 2.37 0.46 -3.78
H 1.68 -2.19 2.64
H 4.34 -3.76 -1.42
C 3.97 -2.77 -1.15
H -0.51 0.30 -5.06
H -2.09 5.82 -0.42
C -2.56 -0.12 -4.57
H 0.72 1.39 2.28
C 1.55 -1.70 3.61
H 0.80 -1.36 -3.08
H 0.36 -0.20 5.61
C -3.71 2.40 0.34
H -2.27 1.01 2.43
H 5.91 0.72 -0.95
C -3.01 -0.98 2.89
C -3.17 0.17 -2.25
H -4.17 1.44 0.58
H 2.32 0.71 2.57
H 1.86 0.58 5.06
H -0.58 -2.38 1.86
H -3.40 -0.66 3.85
P -1.29 1.01 -0.27
H -0.30 -0.64 3.31
C -4.47 3.56 0.41
C -3.89 4.79 0.13
C -1.86 0.53 -1.95
C 4.10 1.89 -0.64

Computed properties:
HOMO (spin up / spin down) = -7.49 / -7.49 eV
2S+1 = 5
net charge = 0
calculated total energy = -3272.05643 hartree
gap between HOMO and LUMO (spin up / spin down) = 7.6 / 7.6 eV
maximum force = 1.08 eV Å⁻¹

=====

Entry 5:
Computed, not measured: C29H39Cl2N3SSbV as an isolated structure, with the ωB97M-V functional and the def2-TZVPD basis.

Element x y z (Å)
C -3.33 1.80 -0.05
C 0.63 1.39 -3.45
C 2.74 2.70 2.94
H -3.47 -2.51 2.87
C -3.44 0.70 1.01
H -0.68 -1.58 4.35
H -5.55 0.86 1.34
C 1.49 3.19 2.58
H -1.58 -3.93 -0.30
H -2.04 -0.75 -2.44
Cl -0.15 3.78 -4.46
H 2.36 0.41 -6.83
H 2.59 -0.19 1.23
C 0.71 2.45 1.71
H -3.49 0.68 3.20
H 0.70 -1.92 1.86
Cl 1.34 -1.00 -2.33
H 1.14 4.14 2.93
C 6.57 0.80 -0.47
H -0.50 -0.16 3.32
C -0.11 -2.64 2.05
H -2.57 -3.74 2.00
H -4.85 -2.16 -0.39
C 3.18 1.49 2.43
C -2.71 -2.15 -0.87
C -4.02 -2.85 -0.52
C -2.49 -2.95 2.74
N 4.25 1.27 -0.33
H 3.37 1.80 -2.11
H 3.38 3.28 3.58
H 4.82 0.79 3.70
C 5.40 0.92 0.27
H -0.25 2.81 1.35
H -4.13 2.52 0.13
H -3.94 -3.46 0.38
H 7.38 0.98 -2.46
C 1.28 0.18 -3.67
N 1.10 1.25 1.26
H -2.38 2.33 0.00
C 4.31 1.51 -1.64
H 7.51 0.51 -0.01
Sb -1.89 -0.76 0.59
C 1.88 0.67 -5.90
V 0.47 0.20 -0.41
C 2.29 0.78 1.62
H -4.96 -0.77 1.62
H -3.14 -2.02 -2.98
H -2.17 1.65 2.55
H 6.40 0.29 2.08
C -1.65 -3.23 -1.13
C -4.84 0.11 0.98
C -3.21 1.34 2.39
H 0.20 -3.23 2.92
H -5.15 -0.15 -0.03
H 1.22 2.60 -6.58
H -3.76 -0.65 -2.07
H -1.95 -3.80 -2.01
C 1.24 1.90 -5.76
H -0.17 -3.32 1.20
H 2.39 -1.17 -4.90
C 6.50 1.06 -1.83
C -1.17 -1.00 3.56
H -3.44 1.43 -1.07
C -2.92 -1.34 -2.16
H -3.83 2.23 2.46
H -4.28 -3.52 -1.34
C 0.63 2.24 -4.57
C 5.45 0.68 1.73
H -0.66 -2.83 -1.33
N 5.37 1.42 -2.43
H -2.21 -3.42 3.69
S -0.16 1.84 -1.95
C 1.90 -0.21 -4.83
H -2.08 -0.59 3.98
C 4.53 0.95 2.66
C -1.43 -1.92 2.37

Computed properties:
HOMO (spin up / spin down) = -10.24 / -10.63 eV
2S+1 = 4
net charge = +1
calculated total energy = -3795.32420 hartree
gap between HOMO and LUMO (spin up / spin down) = 7.3 / 7.7 eV
relative energy (zero: lowest compared OMol25 entry of this formula, charge and spin) = 29.1 kJ/mol
maximum force = 0.58 eV Å⁻¹

=====

Entry 6:
Computed, not measured: C29H39Cl4N10O4SY as an isolated structure in a non-equilibrium geometry, with the ωB97M-V functional and the def2-TZVPD basis.

Element x y z (Å)
C -1.77 2.00 -0.08
Cl 0.13 -7.92 0.35
C 1.52 2.17 3.22
H -0.54 1.77 2.86
C -0.37 -5.26 0.21
Cl 3.87 -4.14 -0.81
Cl -2.02 -5.62 0.64
C 2.24 -4.61 -0.45
H 1.45 4.54 4.07
H -2.50 -0.38 -0.72
C -0.32 -2.35 3.77
H -2.32 3.74 -7.59
C -2.71 1.07 0.67
H -3.75 1.35 0.45
H 0.86 -3.34 2.23
H 1.77 -2.80 3.64
H -2.07 3.04 0.10
H -4.09 2.45 -4.70
H 1.40 2.01 4.30
H 4.13 1.70 3.00
N 1.99 0.75 -3.44
H -4.68 -1.85 2.42
C 4.09 1.09 -2.35
H -3.17 0.76 -3.17
O 0.10 -1.58 -4.01
H 4.02 0.84 -0.21
O -0.90 -2.92 0.12
C -0.64 0.87 -5.43
H -0.09 -1.80 4.68
C 0.15 2.59 2.63
H 3.70 1.31 -4.45
C -1.35 0.51 -4.29
C -2.59 1.08 -4.03
C 1.89 -5.95 -0.24
H 3.87 2.54 4.53
C 3.86 2.67 3.44
H 5.14 1.33 -2.40
H 4.65 3.37 3.17
C -0.04 -3.94 -0.02
C 0.59 -6.27 0.09
N -2.94 3.30 -6.93
C -2.67 -2.30 2.97
H 1.29 2.90 0.84
H 2.46 0.84 1.67
Cl 3.10 -7.18 -0.39
C 1.51 0.44 -2.24
H -0.66 -3.35 4.06
C -2.41 2.40 -6.04
N 0.19 0.05 -2.07
C -1.16 1.81 -6.29
N -2.45 -0.32 0.30
N 2.18 0.50 -1.07
C 3.47 0.81 -1.15
O -1.77 -1.22 -2.41
C -3.12 2.02 -4.90
H -3.70 -0.44 2.75
H -1.90 1.82 -1.16
C -3.52 -1.26 0.75
O 1.57 -2.31 -0.48
H 2.08 5.17 2.54
H -1.06 -1.59 2.06
H 0.16 1.86 -0.63
N -1.36 -1.65 3.02
H -2.57 1.19 1.75
H -0.20 3.81 0.88
H -0.61 2.09 -7.19
N 1.31 -1.32 2.19
C 2.29 4.49 3.38
C -3.68 -1.42 2.26
C 0.23 2.83 1.12
H 3.15 4.90 3.92
H 2.19 -1.42 1.69
C 1.85 0.85 2.58
S -0.68 -0.68 -3.22
N -0.35 1.80 0.24
C 0.96 -2.53 2.96
Y -0.06 -1.01 -0.12
H -0.24 3.47 3.15
H -4.48 -0.91 0.34
N 1.24 -0.18 3.00
C 1.29 -3.60 -0.34
H -2.61 -3.28 2.47
H 0.32 0.41 -5.63
H -3.70 3.89 -6.62
H -2.99 -2.47 4.00
N 2.58 3.13 2.93
C 3.29 1.06 -3.47
H -3.29 -2.23 0.30

Computed properties:
HOMO = -7.14 eV
net charge = 0
calculated total energy = -4254.42837 hartree
gap between HOMO and LUMO = 7.4 eV
relative energy (zero: lowest compared OMol25 entry of this formula, charge and spin) = 0.0 kJ/mol
maximum force = 1.78 eV Å⁻¹